{"formula": "C3H12NaO11S2", "method": "ωB97M-V/def2-TZVPD", "homo_ev": 2.5, "largest_force_ev_per_a": 5.418, "charge": -3, "e_above_lowest_kj_mol": 521.6, "species": ["Na", "S", "O", "O", "O", "O", "S", "O", "O", "O", "O", "C", "O", "H", "H", "H", "H", "C", "O", "H", "H", "H", "H", "C", "O", "H", "H", "H", "H"], "coordinates": [[0.26364, -0.88648, 0.31224], [4.20442, 0.89896, -1.09367], [3.48745, 0.38266, 0.07561], [3.59946, 2.06826, -1.75062], [5.41877, 1.25817, -0.42457], [4.32591, -0.14643, -2.03564], [-2.35135, -2.90553, 4.13206], [-1.46468, -2.88193, 3.00839], [-2.31739, -1.72315, 4.98719], [-3.72264, -3.15453, 3.73149], [-2.24982, -4.16409, 4.89365], [-2.01107, 2.46523, 3.12339], [-1.13334, 1.32859, 3.08028], [-2.98706, 2.26464, 2.68145], [-2.14722, 2.77126, 4.16066], [-1.51688, 3.26098, 2.56602], [-1.50617, 0.69406, 3.69670], [1.18837, -3.10704, -3.89299], [1.40654, -2.61339, -2.58514], [2.13388, -2.92440, -4.40363], [1.13822, -4.19165, -3.79705], [0.22871, -2.87100, -4.35280], [2.18245, -2.04927, -2.54840], [-1.36796, 2.69561, -2.37863], [-0.36215, 2.24141, -1.56256], [-2.36365, 2.61437, -1.94263], [-1.24648, 3.76348, -2.56025], [-1.32209, 2.26926, -3.38074], [0.49211, 2.64195, -1.73979]]}